[1]
A molecular structure, C29H21BrCrN7O2S3 in a non-equilibrium geometry. Source: OMol25; level of theory: wB97M-V/def2-TZVPD.

Values from the calculation:
**Highest occupied orbital energy (alpha / beta)**: -0.4738 / -0.4741 Ha
**⟨S²⟩**: 3.788
**LUMO energy (alpha / beta)**: -6.376 / -6.708 eV

Geometry as ORCA input:
```
! RIJCOSX wB97M-V def2-TZVPD def2/J DEFGRID3
* xyz 2 4
Br -0.41 -3.35 0.82
Cr 0.33 0.02 -0.35
S -5.67 -1.25 -3.79
S -0.25 1.88 -1.83
S 5.60 -1.84 -0.54
O 1.66 1.16 0.41
O 3.33 1.57 1.83
N 1.39 -1.15 -1.53
N -0.95 1.14 1.18
N -1.52 2.25 0.56
N -1.90 3.82 -0.85
N -1.21 -0.94 -1.30
N -2.63 4.11 0.24
N 1.29 -1.22 1.23
C 2.70 -1.35 -1.48
C 5.38 -3.96 -1.98
C -5.53 0.05 -1.57
C -1.00 -3.65 -3.82
C -0.75 -1.86 -2.19
C -2.40 3.18 1.10
C -6.80 0.30 -2.10
C -1.21 2.68 -0.71
C 3.34 -2.47 -2.05
C 0.34 -3.87 -3.82
C -1.60 -2.63 -3.01
C -2.95 -2.31 -3.02
C 0.65 -2.02 -2.25
C 3.26 -1.20 2.62
C -4.77 -0.79 -2.37
C 2.59 -3.28 -2.90
C -2.93 3.04 2.47
C 1.92 -3.17 2.47
C 6.60 -4.06 -1.32
C -7.01 -0.33 -3.29
C 2.36 -0.60 1.75
C 6.85 -2.99 -0.50
C -2.51 -0.67 -1.33
C 1.22 -3.06 -3.03
C 3.03 -2.52 2.99
C -3.42 -1.26 -2.22
C 4.68 -2.81 -1.67
C 2.51 0.85 1.32
C 1.09 -2.49 1.59
H -5.20 0.46 -0.63
H 3.05 -4.10 -3.43
H -0.29 1.46 1.90
H -1.66 -4.26 -4.43
H -7.88 -0.30 -3.92
H 1.70 -4.19 2.73
H -3.18 2.01 2.69
H 3.28 -0.60 -0.95
H -3.64 -2.85 -3.66
H -7.54 0.92 -1.62
H -1.88 4.45 -1.64
H 7.71 -2.83 0.12
H -2.20 3.40 3.19
H 3.69 -3.02 3.68
H -2.86 0.09 -0.63
H 5.01 -4.71 -2.65
H 4.09 -0.62 2.99
H 7.27 -4.90 -1.43
H 0.77 -4.65 -4.43
H -1.69 0.61 1.66
H -3.83 3.65 2.56
*
```

***

[2]
A molecular structure, C29H37Br48FI2O6 in a non-equilibrium geometry. Source: OMol25; level of theory: wB97M-V/def2-TZVPD.

Values from the calculation:
**Highest occupied orbital energy**: -0.3574 Ha
**LUMO energy**: -0.456 eV

Geometry as ORCA input:
```
! RIJCOSX wB97M-V def2-TZVPD def2/J DEFGRID3
* xyz 0 1
I -0.47 0.94 1.62
I -0.42 -1.08 -3.03
Br -3.60 4.24 3.56
Br 3.29 -6.62 -0.98
Br 5.12 7.53 3.56
Br -0.95 -3.15 -5.75
Br -8.19 3.60 0.12
Br -0.64 8.91 -4.56
Br -10.57 -6.89 4.89
Br 1.57 8.86 -2.28
Br -11.15 -0.42 3.97
Br -6.58 5.85 1.66
Br 2.13 -4.53 6.35
Br -5.34 -1.28 8.57
Br 2.96 5.23 3.17
Br 2.73 -8.72 -6.36
Br -1.69 3.93 6.10
Br -6.47 -0.44 -1.16
Br -10.73 -7.01 1.71
Br 5.00 0.77 4.06
Br -13.65 -10.29 5.40
Br -4.08 -1.72 -2.80
Br -3.16 0.78 7.59
Br 2.05 -2.38 -6.39
Br -12.07 -1.50 1.10
Br 2.92 7.76 1.28
Br -13.12 -9.31 8.37
Br 5.73 -2.90 -6.02
Br -1.01 -1.03 5.28
Br -6.28 -3.60 -1.47
Br 7.07 -1.03 -8.23
Br 0.50 0.04 7.86
Br 2.58 -2.38 4.06
Br -11.74 -4.42 3.25
Br 5.07 -6.94 -7.59
Br 5.89 3.73 4.73
Br -0.39 6.39 -2.63
Br 4.30 -2.23 6.73
Br -2.26 -1.99 8.84
Br 5.76 -9.39 -5.70
Br -10.73 1.36 1.37
Br 1.77 -4.23 -2.44
Br -5.03 3.66 -0.04
Br 7.11 2.22 2.19
Br -0.44 4.38 3.24
Br 4.17 -5.69 -3.90
Br -11.36 -11.65 7.13
Br 1.12 -5.39 -6.60
Br 1.24 1.20 5.01
Br 4.96 0.17 -6.16
F -0.34 3.99 -1.55
O 1.98 3.10 -2.54
O -1.98 2.48 -1.68
O 5.06 3.52 -2.39
O 8.37 2.22 -2.60
O -0.45 1.86 -3.16
O -2.59 2.18 -3.86
C -11.82 0.04 2.23
C 2.61 -2.71 5.95
C 9.21 1.85 -3.67
C -5.93 -1.90 -2.29
C -0.19 8.29 -2.80
C -0.71 2.72 -1.13
C 7.36 3.16 -2.92
C 0.60 -3.56 -6.81
C 2.72 -5.89 -2.66
C 6.27 2.98 -1.90
C 6.43 2.04 3.98
C 9.88 0.55 -3.34
C -1.16 -1.51 0.19
C 5.51 -1.37 -7.16
C -1.75 2.18 -3.01
C 4.55 -8.69 -7.01
C -0.16 0.48 6.11
C 3.32 7.11 3.04
C 2.76 4.07 -1.88
C -3.58 -1.08 7.80
C -0.06 0.22 -1.32
C 4.10 3.64 -1.36
C 1.62 1.97 -1.78
C -10.50 -5.88 3.25
C -6.56 4.03 1.06
C -1.90 3.61 4.21
C -12.34 -10.03 6.77
C 0.13 1.69 -1.86
C -1.08 -0.02 -0.21
H 1.86 -2.08 6.40
H -1.41 -1.61 1.24
H 9.97 2.62 -3.86
H -0.89 8.75 -2.11
H 4.58 -9.34 -7.87
H -3.59 -1.52 6.82
H -9.51 -5.46 3.19
H 8.64 1.74 -4.59
H 2.02 -6.59 -3.10
H 4.70 -1.60 -7.84
H 2.91 4.87 -2.60
H 2.65 7.61 3.73
H -6.52 -1.85 -3.19
H 7.24 1.68 4.60
H 7.78 4.16 -2.85
H -1.86 2.54 4.05
H -0.64 2.76 -0.05
H -12.80 0.47 2.38
H 4.05 2.71 -0.79
H 6.56 3.52 -0.99
H 6.17 1.92 -1.67
H 6.97 3.00 -3.93
H -6.49 3.40 1.93
H -1.87 -2.05 -0.42
H 0.34 -3.39 -7.84
H -0.18 -1.95 0.08
H 10.55 0.26 -4.14
H 2.21 4.49 -1.04
H -2.07 0.33 -0.49
H -0.92 1.25 6.24
H 4.42 4.42 -0.67
H 2.19 1.12 -2.13
H 1.81 2.13 -0.72
H 0.89 -0.09 -0.89
H 10.44 0.64 -2.41
H 9.13 -0.22 -3.23
H -11.63 -9.31 6.40
*
```

***

[3]
A single CH4OS2 molecule in a non-equilibrium geometry. Source: OMol25; level of theory: wB97M-V/def2-TZVPD.

Values from the calculation:
**Energy above the lowest of the compared OMol25 structures with the same formula, charge and spin**: 181.8 kJ/mol
**Highest occupied orbital energy**: -0.3323 Ha
**SMILES**: SCOS
**LUMO energy**: -0.019 eV

Geometry as ORCA input:
```
! RIJCOSX wB97M-V def2-TZVPD def2/J DEFGRID3
* xyz 0 1
S -0.30 1.38 -1.43
S -1.46 -1.38 0.60
O 0.67 0.13 -0.65
C 0.33 -0.08 0.61
H -0.90 -2.60 0.32
H 1.21 -0.37 1.18
H 0.69 2.19 -1.69
H -0.25 0.73 1.07
*
```

***

[4]
A single C4H9N5 molecule in a non-equilibrium geometry. Source: OMol25; level of theory: wB97M-V/def2-TZVPD.

Values from the calculation:
**Energy above the lowest of the compared OMol25 structures with the same formula, charge and spin**: 543.8 kJ/mol
**Highest occupied orbital energy**: -0.3581 Ha
**SMILES**: NCCCc1nnn[nH]1
**LUMO energy**: 0.548 eV

Geometry as ORCA input:
```
! RIJCOSX wB97M-V def2-TZVPD def2/J DEFGRID3
* xyz 0 1
N -0.15 1.06 1.27
N -1.40 -3.60 -0.69
N 0.38 3.00 0.58
N -0.18 2.42 1.45
N 0.96 2.07 -0.27
C 0.86 -0.37 -0.59
C -0.69 -2.36 -1.16
C 0.01 -1.67 -0.02
C 0.53 0.86 0.14
H -1.52 -1.47 -1.67
H -2.27 -3.17 -0.08
H 0.91 -2.18 0.59
H 0.96 -0.33 -1.49
H -0.77 -1.09 0.75
H -1.90 -4.10 -1.37
H 1.34 2.18 -1.27
H 1.77 -0.65 -0.32
H -0.09 -2.61 -1.79
*
```

***

[5]
A molecular structure, C26H29BrN6O4Pt. Source: OMol25; level of theory: wB97M-V/def2-TZVPD.

Values from the calculation:
**Energy above the lowest of the compared OMol25 structures with the same formula, charge and spin**: 35.3 kJ/mol
**Highest occupied orbital energy**: -0.2781 Ha
**LUMO energy**: -0.084 eV

Geometry as ORCA input:
```
! RIJCOSX wB97M-V def2-TZVPD def2/J DEFGRID3
* xyz 0 1
Pt 0.33 -0.77 0.10
Br 2.12 -1.52 -2.25
O -0.21 1.01 -1.44
O -0.11 -2.68 -0.22
O -1.02 -4.24 -1.49
O 0.75 1.18 0.51
N -2.14 1.48 3.11
N 1.68 -0.72 4.08
N -0.29 0.11 3.32
N -0.71 3.21 -2.84
N -1.79 -0.36 1.60
N 1.01 -1.31 1.93
C -1.01 -0.46 -4.72
C -1.46 0.38 2.57
C 0.79 -0.66 3.03
C -1.32 3.81 -3.97
C 0.82 3.93 0.45
C -2.45 4.93 -6.22
C -0.68 -2.14 -2.51
C -2.58 4.42 -3.87
C 0.23 -0.60 -4.14
C -3.33 4.45 -2.56
C -1.92 -2.01 -3.13
C -4.48 5.69 -4.95
C 0.85 5.31 0.45
C 0.36 5.98 -0.67
C -3.50 1.65 2.61
C -0.21 3.89 -1.76
C -0.60 -3.12 -1.34
C -0.16 5.30 -1.75
C -3.14 5.00 -5.02
C -2.10 -1.16 -4.21
C 0.27 1.74 -0.54
C -1.40 2.75 3.11
C 0.30 3.21 -0.62
C 0.38 -1.42 -3.03
C -1.22 4.30 -6.32
C -0.65 3.75 -5.19
H 1.21 3.36 1.29
H -2.61 -0.03 1.11
H -0.38 2.60 3.47
H -3.24 5.43 -2.08
H -2.95 3.70 -1.88
H -4.06 0.72 2.72
H -1.90 3.45 3.77
H 1.93 -1.72 1.92
H 2.55 -1.18 3.88
H 1.81 0.14 4.59
H 1.09 -0.06 -4.53
H -5.28 4.97 -4.73
H 1.27 5.85 1.29
H -3.08 -1.06 -4.67
H -4.39 4.27 -2.72
H -1.14 0.19 -5.57
H -1.33 3.18 2.10
H -2.90 5.38 -7.11
H -3.52 1.97 1.56
H -0.52 5.84 -2.61
H -4.71 6.17 -5.90
H -4.50 6.45 -4.16
H -3.99 2.42 3.21
H -0.71 4.26 -7.27
H -0.37 0.41 4.27
H 0.38 7.06 -0.70
H 0.32 3.27 -5.23
H -2.75 -2.59 -2.74
H -0.67 2.19 -2.77
*
```

***

[6]
A molecular structure, C29H48CuNO2P2. Source: OMol25; level of theory: wB97M-V/def2-TZVPD.

Values from the calculation:
**Highest occupied orbital energy (alpha / beta)**: -0.4393 / -0.4332 Ha
**⟨S²⟩**: 0.754
**LUMO energy (alpha / beta)**: -2.422 / -5.085 eV

Geometry as ORCA input:
```
! RIJCOSX wB97M-V def2-TZVPD def2/J DEFGRID3
* xyz 1 2
Cu 0.30 -0.15 0.25
P -1.13 1.72 -0.17
P 1.51 -1.81 -0.87
O 1.84 0.74 1.16
O 2.73 0.90 3.20
N -0.12 -0.92 2.15
C -2.71 0.51 -2.13
C -1.17 -2.03 3.98
C -1.08 -1.70 2.64
C 2.18 -3.19 1.55
C 3.54 -2.01 -2.90
C 3.47 0.04 -1.49
C 0.40 1.78 -2.45
C -3.85 2.27 -0.77
C 2.59 -2.98 0.09
C 2.80 -4.35 -0.58
C 0.89 3.49 -0.71
C -0.75 -3.46 -0.75
C 0.78 -0.70 4.34
C 0.46 -3.53 -2.97
C -2.81 1.15 -0.75
C -1.31 2.27 2.56
C 0.79 -0.42 2.98
C -1.59 3.04 3.68
C -0.24 2.75 -1.45
C -2.03 4.34 3.52
C 1.89 0.50 2.42
C 2.62 -1.06 -2.13
C -2.21 4.86 2.25
C -1.47 2.78 1.27
C -1.08 3.75 -2.26
C -3.25 0.08 0.26
C -1.94 4.09 1.14
C -0.21 -1.52 4.85
C 0.12 -2.69 -1.74
H 3.61 -4.87 -0.06
H -3.66 0.01 -2.35
H 4.29 -2.45 -2.24
H -2.10 4.51 0.16
H -1.97 -2.67 4.32
H 3.55 -2.45 0.09
H -4.80 1.87 -1.13
H -0.33 1.27 -3.07
H -1.52 4.53 -1.64
H -3.58 3.10 -1.42
H 1.16 -3.57 1.64
H 3.96 0.62 -2.27
H -2.24 4.95 4.39
H 1.54 3.96 -1.44
H -0.48 -1.83 -2.09
H -0.25 -1.76 5.90
H -2.57 5.88 2.12
H 0.50 4.27 -0.05
H -0.96 1.26 2.69
H -1.93 -0.25 -2.17
H 0.95 -2.94 -3.75
H 1.55 -0.26 4.96
H 1.01 1.03 -1.93
H -4.03 2.67 0.23
H -3.23 0.45 1.29
H 1.09 -4.37 -2.72
H 2.27 -2.27 2.12
H 2.91 0.71 -0.84
H -0.42 4.25 -2.97
H -1.82 -2.07 1.93
H -1.72 -3.67 -1.20
H -0.30 -4.42 -0.49
H 3.07 -4.28 -1.63
H 1.93 -0.60 -2.86
H -0.47 -3.92 -3.39
H 1.91 -4.97 -0.49
H -4.28 -0.22 0.03
H 4.26 -0.40 -0.87
H -2.53 1.23 -2.92
H -1.87 3.26 -2.83
H 2.85 -3.92 2.00
H 3.02 -2.82 -3.41
H 1.08 2.33 -3.11
H 1.49 2.80 -0.10
H -0.91 -2.91 0.18
H 4.08 -1.44 -3.65
H -2.62 -0.80 0.19
H -1.44 2.63 4.66
*
```

***

[7]
2 unconnected molecules or ions with the total composition C6H13P in a non-equilibrium geometry. Source: OMol25; level of theory: wB97M-V/def2-TZVPD.

Values from the calculation:
**Energy above the lowest of the compared OMol25 structures with the same formula, charge and spin**: 218.9 kJ/mol
**Highest occupied orbital energy**: -0.3333 Ha
**LUMO energy**: 1.039 eV

Geometry as ORCA input:
```
! RIJCOSX wB97M-V def2-TZVPD def2/J DEFGRID3
* xyz 0 1
P -1.56 0.52 1.00
C -1.60 -0.95 -1.41
C -1.11 -0.96 0.03
C 0.11 -0.25 0.50
C 1.12 1.94 -0.18
C 0.86 -0.98 1.66
C 0.92 0.44 -0.55
H 1.69 2.08 0.77
H 1.79 -0.48 1.88
H 0.22 -1.03 2.56
H -1.17 -2.24 0.72
H -1.61 0.12 -1.55
H -0.83 -1.41 -2.08
H -1.53 1.31 -0.13
H 0.18 2.33 0.05
H 1.61 2.51 -0.88
H 0.50 0.46 -1.58
H 1.12 -1.95 1.41
H -2.55 -1.47 -1.43
H 1.84 0.00 -0.78
*
```

***

[8]
A single C4H6O2 molecule. Source: OMol25; level of theory: wB97M-V/def2-TZVPD.

Values from the calculation:
**Energy above the lowest of the compared OMol25 structures with the same formula, charge and spin**: 117.1 kJ/mol
**Highest occupied orbital energy**: -0.3591 Ha
**SMILES**: CCC(=O)C=O
**LUMO energy**: 0.225 eV

Geometry as ORCA input:
```
! RIJCOSX wB97M-V def2-TZVPD def2/J DEFGRID3
* xyz 0 1
O 2.65 -0.62 -1.05
O -0.02 1.05 -1.25
C -0.18 -0.26 0.73
C 2.06 0.38 -0.73
C 0.56 0.41 -0.41
C -1.65 -0.35 0.33
H 2.48 1.39 -0.86
H -2.02 0.64 0.05
H -1.75 -0.99 -0.56
H -2.29 -0.76 1.12
H 0.24 -1.24 0.99
H -0.08 0.36 1.64
*
```

***

[9]
4 unconnected molecules or ions with the total composition C2H13N2O3 in a non-equilibrium geometry. Source: OMol25; level of theory: wB97M-V/def2-TZVPD.

Values from the calculation:
**Energy above the lowest of the compared OMol25 structures with the same formula, charge and spin**: 172.8 kJ/mol
**Highest occupied orbital energy**: -0.4620 Ha
**LUMO energy**: -2.983 eV

Geometry as ORCA input:
```
! RIJCOSX wB97M-V def2-TZVPD def2/J DEFGRID3
* xyz 1 1
O 1.71 -1.25 -1.54
O -3.16 -2.64 -0.69
O 0.95 -0.78 2.50
N 1.66 1.62 0.82
N -1.57 1.36 -0.99
C -0.41 1.13 -0.33
C 0.41 2.06 0.19
H 2.23 2.44 1.07
H 2.32 -2.00 -1.56
H 0.92 -1.69 -1.90
H -2.61 -3.38 -0.97
H -2.36 0.75 -0.88
H 1.39 1.21 1.72
H 0.90 -1.25 1.67
H -3.81 -2.68 -1.40
H -1.73 2.35 -1.18
H 1.26 -1.37 3.21
H 2.08 0.89 0.24
H -0.27 0.11 0.06
H 0.13 3.11 -0.04
*
```

***

[10]
A molecular structure, CH3Br2N in a non-equilibrium geometry. Source: OMol25; level of theory: wB97M-V/def2-TZVPD.

Values from the calculation:
**Energy above the lowest of the compared OMol25 structures with the same formula, charge and spin**: 0.0 kJ/mol
**Highest occupied orbital energy (alpha / beta)**: -0.2516 / -0.3594 Ha
**⟨S²⟩**: 2.010
**LUMO energy (alpha / beta)**: -0.123 / -3.016 eV

Geometry as ORCA input:
```
! RIJCOSX wB97M-V def2-TZVPD def2/J DEFGRID3
* xyz 0 3
Br -1.60 1.54 0.06
Br -1.63 -1.51 0.17
N -0.60 -0.04 -0.51
C 0.79 0.01 -0.02
H 0.65 0.09 1.14
H 1.16 0.85 -0.53
H 1.23 -0.94 -0.30
*
```

***

[11]
A single C3H5NO2 molecule. Source: OMol25; level of theory: wB97M-V/def2-TZVPD.

Values from the calculation:
**Energy above the lowest of the compared OMol25 structures with the same formula, charge and spin**: 57.1 kJ/mol
**Highest occupied orbital energy**: -0.3795 Ha
**SMILES**: CC(=O)NC=O
**LUMO energy**: 0.715 eV

Geometry as ORCA input:
```
! RIJCOSX wB97M-V def2-TZVPD def2/J DEFGRID3
* xyz 0 1
O -0.02 -1.42 1.23
O -1.83 -0.30 -2.28
N -1.02 0.09 -0.16
C -1.10 -0.59 -1.36
C 0.03 -0.33 0.72
C 1.23 0.58 0.81
H 2.10 -0.04 0.99
H -1.50 0.98 -0.08
H 1.36 1.14 -0.13
H 1.13 1.30 1.63
H -0.37 -1.41 -1.38
*
```

***

[12]
A molecular structure, C23H31GaIN6S2 in a non-equilibrium geometry. Source: OMol25; level of theory: wB97M-V/def2-TZVPD.

Values from the calculation:
**Highest occupied orbital energy**: -0.2013 Ha
**LUMO energy**: 0.851 eV

Geometry as ORCA input:
```
! RIJCOSX wB97M-V def2-TZVPD def2/J DEFGRID3
* xyz -1 1
I 0.33 -0.78 -0.92
Ga -0.63 0.79 1.02
S -1.58 3.80 3.07
S -1.43 5.68 5.37
N 2.69 -9.58 -3.03
N -5.76 4.09 1.52
N -4.69 7.31 2.64
N 4.90 3.15 -2.10
N 1.66 -4.18 -2.16
N -2.89 6.16 3.23
C -3.64 7.67 1.85
C 2.37 -5.10 -1.45
C 3.23 -11.35 -1.82
C 0.88 2.10 1.39
C -2.00 5.29 3.91
C -7.72 3.10 1.76
C 2.41 -5.65 -3.63
C -2.51 6.97 2.19
C -4.21 6.41 3.46
C 2.96 -11.78 -3.15
C 0.25 3.96 3.03
C 4.69 1.15 -1.18
C -7.44 3.23 0.37
C 1.68 -4.49 -3.48
C 3.41 1.60 -1.59
C 5.60 2.13 -1.51
C 0.92 2.61 2.84
C -6.66 3.64 2.44
C 2.63 -10.66 -3.87
C 2.85 -6.03 -2.34
C 3.57 2.84 -2.15
C -6.21 3.84 0.26
C 3.05 -10.00 -1.78
H -1.91 1.52 0.41
H 0.86 2.92 0.68
H 3.01 -12.78 -3.54
H 4.93 0.22 -0.70
H 5.31 4.01 -2.44
H -8.05 2.91 -0.45
H -3.72 8.42 1.09
H -0.95 -0.15 2.27
H 6.66 2.19 -1.38
H 0.54 4.38 3.98
H 1.96 2.77 3.12
H 2.47 1.07 -1.47
H -6.48 3.74 3.50
H 2.35 -10.54 -4.91
H -4.75 5.90 4.24
H -1.53 7.00 1.76
H 3.45 -6.89 -2.08
H -4.88 4.53 1.74
H 3.15 -9.29 -0.97
H 1.18 -3.87 -4.20
H 1.20 -3.38 -1.76
H -5.64 4.12 -0.60
H 3.52 -11.97 -0.99
H 2.47 -5.02 -0.38
H 0.51 1.89 3.55
H 2.61 -6.15 -4.57
H 2.85 3.51 -2.58
H 2.49 -8.63 -3.29
H 0.50 4.66 2.24
H -8.60 2.66 2.20
H 1.81 1.56 1.20
*
```

***

For reference, E by record: -175898.8464; -3423910.0486; -24817.3913; -11738.9957; -117853.8061; -99650.6422; -15718.7225; -8339.2475; -11400.5533; -142655.7935; -8777.1034; -115442.4157 eV.